Computed, not measured: 2 unconnected molecules or ions with the total composition C16H25BrF9NO4S2, with wB97M-V/def2-TZVPD.

## Properties
Maximum force = 2.15 eV Å⁻¹
E_tot = -142846.9413 eV
Highest occupied orbital energy = -8.4 eV
Orbital gap = 8.77 eV
SMILES string = CCN[C@H]1[C@H](CSCC)[C@H](CCC(F)(F)C(F)(F)C(F)(F)C(F)(F)F)OS(=O)(=O)[C@H]1Br.CO

Structure (ORCA input):
```
! wB97M-V def2-TZVPD RIJCOSX def2/J DEFGRID3
* xyz 0 1
C 2.627 -1.509 2.192
C 1.340 -1.033 1.521
N 1.600 -1.009 0.064
C 0.408 -0.678 -0.697
C 0.560 0.659 -1.482
C 1.440 1.674 -0.748
S 3.143 1.472 -1.405
C 4.240 1.861 -0.015
C 4.134 3.346 0.389
C -0.811 1.198 -1.945
C -1.412 2.322 -1.116
C -1.538 2.052 0.397
C -2.948 2.100 0.960
F -3.732 2.969 0.336
F -2.838 2.577 2.217
C -3.640 0.704 1.092
F -3.047 -0.248 0.377
F -3.547 0.325 2.362
C -5.152 0.683 0.755
F -5.580 -0.538 1.084
F -5.813 1.530 1.508
C -5.501 0.883 -0.765
F -4.443 1.121 -1.503
F -6.156 -0.127 -1.250
F -6.290 1.943 -0.860
O -1.819 0.165 -2.078
S -1.274 -1.128 -2.828
O -2.317 -2.056 -2.929
O -0.663 -0.746 -4.044
C 0.019 -1.783 -1.705
Br 1.503 -2.396 -2.769
H 2.860 -2.510 1.845
H 3.429 -0.853 1.859
H 2.559 -1.502 3.275
H 0.595 -1.815 1.713
H 1.014 -0.064 1.886
H 1.943 -1.940 -0.147
H -0.431 -0.639 0.004
H 1.102 0.387 -2.387
H 1.173 2.707 -0.931
H 1.454 1.467 0.318
H 4.010 1.216 0.828
H 5.239 1.636 -0.367
H 4.704 3.935 -0.317
H 4.565 3.466 1.379
H 3.089 3.627 0.372
H -0.667 1.604 -2.944
H -2.369 2.561 -1.570
H -0.816 3.212 -1.251
H -1.000 2.842 0.909
H -1.087 1.122 0.726
H -0.467 -2.573 -1.148
C 2.898 -5.898 1.760
O 2.592 -4.729 1.001
H 3.367 -5.584 2.688
H 1.986 -6.453 1.990
H 3.588 -6.540 1.209
H 2.177 -5.017 0.181
*
```